4 unconnected molecules or ions with the total composition C40H55N3O13S in a non-equilibrium geometry, computed with ωB97M-V/def2-TZVPD.

## Properties
total charge	0
E_tot	-84285.120	eV
molar mass	818.0	Da
gap between HOMO and LUMO	9.301	eV
highest occupied orbital energy	-0.3619	Ha

```
112
Properties=species:S:1:pos:R:3:forces:R:3
C 4.9589 2.6509 1.6171 0.068 -0.205 -0.567
C 5.5500 2.5782 0.1893 -0.382 0.244 0.211
C 4.5747 3.1521 -0.8575 -0.302 -0.830 0.923
C 3.3095 2.2641 -0.9729 -0.107 0.474 -0.889
C 3.1987 1.4535 -2.2794 -0.731 -0.335 0.750
C 1.7412 0.9172 -2.4451 1.220 -0.411 -0.272
C 1.5709 -0.3802 -1.6251 -0.928 -0.110 0.273
C 0.2909 -0.3948 -0.7322 1.450 0.098 -0.138
C 0.5125 0.5730 0.4472 -0.930 0.380 0.059
C -0.7274 0.9522 1.3132 0.218 -0.761 -0.489
C -1.4663 -0.2345 2.0179 0.741 1.081 0.623
C -0.6167 -1.4905 2.2171 -1.239 -0.307 0.347
C -1.0259 -2.3081 3.4621 0.485 -0.784 -0.943
C 0.0509 -3.4171 3.6362 -0.561 0.509 0.770
C 1.0442 -3.0599 4.7765 -0.387 -0.774 -1.379
C 2.4374 -2.6320 4.2926 0.973 -0.798 2.135
O 2.8864 -3.1885 3.0515 0.104 1.251 -0.582
S 3.7526 -2.1357 2.1846 -0.854 -1.429 -1.402
O 3.1226 -2.0124 0.9213 -1.404 1.050 0.114
O 5.0998 -2.5163 2.0141 1.162 0.017 1.700
O 3.5799 -0.8811 3.1634 -0.461 0.297 -0.911
C 2.8874 -1.1537 4.3874 1.109 -0.242 1.611
C 3.9874 -1.0633 5.5118 -0.097 0.144 -0.311
C 5.3505 -1.5849 5.0613 -1.137 2.558 -0.482
O 5.6987 -2.6804 5.2777 0.955 -2.748 0.584
C 1.8674 -0.0715 4.7823 -0.122 0.258 -1.349
O 1.5539 -0.2433 6.1618 0.549 -0.353 -0.139
C 1.2221 0.9315 6.7855 2.166 -1.748 2.094
C 1.9775 1.1665 8.0766 -0.004 -0.671 -0.486
O 0.4175 1.6440 6.3687 -2.801 2.678 -1.865
H 3.9032 2.3660 1.6457 0.091 -0.053 -0.075
H 5.0176 3.6783 1.9850 0.140 -0.162 0.212
H 5.5009 1.9411 2.2471 -0.016 0.356 0.272
H 5.7826 1.5343 -0.0456 0.058 0.110 -0.091
H 6.4821 3.1523 0.2079 0.031 -0.195 -0.195
H 4.2455 4.1254 -0.4792 0.258 0.145 -0.352
H 5.0392 3.2418 -1.8415 0.042 0.216 0.117
H 3.2000 1.5614 -0.1436 0.168 0.124 0.057
H 2.4301 2.9189 -0.9255 0.058 -0.073 0.024
H 3.5369 2.0028 -3.1617 -0.055 0.148 0.160
H 3.8190 0.5577 -2.1563 0.236 0.199 -0.382
H 1.6119 0.7160 -3.5131 -0.343 -0.050 0.134
H 1.0123 1.6746 -2.1439 0.043 0.003 -0.082
H 2.4392 -0.5515 -0.9806 -0.098 0.093 -0.024
H 1.5029 -1.2692 -2.2613 0.162 0.235 -0.218
H -0.5528 -0.1117 -1.3655 -0.090 0.110 0.253
H 0.1662 -1.4368 -0.4293 -0.268 0.182 0.247
H 0.8572 1.5100 -0.0018 0.014 0.012 0.147
H 1.3306 0.2544 1.1034 -0.011 -0.277 -0.251
H -0.4042 1.6723 2.0723 -0.014 0.024 -0.125
H -1.4298 1.4597 0.6425 -0.025 0.071 0.200
H -2.3965 -0.4205 1.4979 0.060 -0.378 0.023
H -1.7555 0.1239 3.0183 0.008 0.009 -0.115
H 0.4596 -1.2975 2.2813 -0.124 0.186 -0.161
H -0.8017 -2.1608 1.3729 0.408 0.076 -0.064
H -1.1488 -1.6790 4.3491 0.123 -0.080 -0.003
H -1.9745 -2.8236 3.2817 -0.127 0.387 -0.034
H 0.5403 -3.5604 2.6712 0.179 -0.010 0.183
H -0.4095 -4.3792 3.8739 -0.044 0.122 0.071
H 0.5688 -2.3336 5.4347 0.388 0.189 -0.063
H 1.1865 -3.9599 5.3774 0.119 0.095 -0.003
H 3.1007 -3.1299 5.0083 -0.026 0.097 -0.084
H 4.0920 -0.0130 5.8030 0.078 -0.097 0.004
H 3.6498 -1.6467 6.3683 0.084 0.130 0.017
H 5.9972 -0.8675 4.5141 -0.087 -0.025 0.023
H 2.3718 0.8950 4.6626 -0.049 -0.099 -0.153
H 0.9891 -0.0486 4.1279 -0.072 -0.211 0.256
H 1.5816 0.4592 8.8090 0.220 0.052 0.094
H 1.8393 2.1862 8.4204 -0.071 -0.031 -0.055
H 3.0287 0.9443 7.8847 -0.018 0.024 0.313
C -4.2484 -2.4904 -4.9264 0.016 -0.022 0.049
C -4.2092 -3.6262 -4.1249 0.022 0.139 -0.054
C -3.7561 -3.5375 -2.8192 -0.056 -0.288 0.045
C -3.3505 -2.3063 -2.3314 -0.096 -0.044 -0.273
C -3.3774 -1.1715 -3.1196 0.077 0.361 0.025
C -3.8296 -1.2663 -4.4238 -0.144 -0.208 -0.165
N -2.8917 -2.1916 -0.9419 0.019 0.031 0.105
O -2.8509 -3.2057 -0.2652 0.036 0.233 -0.111
O -2.5819 -1.0829 -0.5446 -0.330 -0.422 -0.243
H -4.6073 -2.5612 -5.9459 0.007 -0.002 0.022
H -4.5348 -4.5799 -4.5189 0.021 0.002 0.037
H -3.7264 -4.4211 -2.1977 0.056 0.111 0.111
H -3.0544 -0.2145 -2.7352 0.024 -0.083 0.093
H -3.8579 -0.3847 -5.0477 -0.005 0.025 0.078
C -5.5189 2.0474 2.1856 0.003 -0.001 0.026
C -5.2558 3.3036 1.6557 -0.023 -0.141 0.014
C -5.1792 3.4757 0.2830 0.050 0.278 0.029
C -5.3725 2.3834 -0.5442 -0.026 -0.046 0.288
C -5.6287 1.1244 -0.0297 -0.042 -0.284 -0.052
C -5.7010 0.9586 1.3439 0.024 0.126 0.053
N -5.3121 2.5635 -2.0025 0.091 0.016 -0.187
O -5.0590 3.6757 -2.4274 -0.080 -0.246 0.082
O -5.5155 1.5839 -2.6979 0.050 0.192 0.072
H -5.5827 1.9168 3.2586 0.019 -0.001 -0.022
H -5.1123 4.1503 2.3137 0.012 0.001 -0.039
H -4.9732 4.4543 -0.1263 -0.018 -0.085 -0.144
H -5.7726 0.2750 -0.6825 0.030 0.119 -0.113
H -5.9023 -0.0201 1.7590 0.020 0.001 -0.040
C -1.5161 0.7736 -10.3205 -0.002 0.002 -0.026
C -2.2966 1.4972 -9.4290 0.088 -0.094 -0.060
C -2.1578 1.2974 -8.0648 -0.202 0.192 0.065
C -1.2322 0.3743 -7.6101 -0.039 0.053 -0.286
C -0.4527 -0.3589 -8.4873 0.213 -0.201 -0.041
C -0.5984 -0.1562 -9.8502 -0.105 0.103 -0.008
N -1.0657 0.1769 -6.1625 0.073 -0.055 0.272
O -1.7822 0.8237 -5.4184 0.189 -0.075 -0.162
O -0.2226 -0.6186 -5.7927 -0.204 0.163 -0.071
H -1.6228 0.9355 -11.3858 -0.003 -0.008 0.023
H -3.0119 2.2202 -9.7976 0.003 -0.009 0.040
H -2.7666 1.8625 -7.3732 0.102 -0.076 0.109
H 0.2646 -1.0811 -8.1240 -0.054 0.063 0.150
H 0.0067 -0.7209 -10.5468 0.003 -0.006 0.040
```
Positions in Å, forces in eV/Å.

Mulliken atomic charge list, values in e, 99 entries: number 1, C, carries -0.873; number 2, C, carries -0.580; number 3, C, carries -0.975; number 4, C, carries 0.903; number 5, C, carries -1.283; number 6, C, carries -0.481; number 7, C, carries -0.867; number 8, C, carries -0.058; number 9, C, carries 1.000; number 10, C, carries -1.675; number 11, C, carries -0.790; number 12, C, carries 0.584; number 13, C, carries -1.154; number 14, C, carries -1.080; number 15, C, carries -1.189; number 16, C, carries -0.061; number 17, O, carries -0.533; number 18, S, carries 1.244; number 19, O, carries -0.512; number 20, O, carries -0.646; number 21, O, carries -0.215; number 22, C, carries 0.864; number 23, C, carries -0.716; number 24, C, carries -0.165; number 25, O, carries -0.416; number 26, C, carries -1.569; number 27, O, carries -0.335; number 28, C, carries 0.740; number 29, C, carries -1.048; number 30, O, carries -0.472; number 31, H, carries 0.134; number 32, H, carries 0.392; number 33, H, carries 0.239; number 34, H, carries 0.312; number 35, H, carries 0.400; number 36, H, carries 0.344; number 37, H, carries 0.396; number 38, H, carries -0.656; number 39, H, carries 0.303; number 40, H, carries 0.500; number 41, H, carries 0.326; number 42, H, carries 0.188; number 43, H, carries 0.501; number 44, H, carries 0.177; number 45, H, carries 0.558; number 46, H, carries -0.040; number 47, H, carries 0.274; number 48, H, carries 0.307; number 49, H, carries -0.776; number 50, H, carries 0.407; number 51, H, carries 0.463; number 52, H, carries 0.253; number 53, H, carries 0.559; number 54, H, carries -0.726; number 55, H, carries 0.408; number 56, H, carries 0.527; number 57, H, carries 0.439; number 58, H, carries 0.566; number 59, H, carries 0.572; number 60, H, carries 0.495; number 61, H, carries 0.514; number 62, H, carries 0.880; number 63, H, carries 0.461; number 64, H, carries 0.457; number 65, H, carries 0.329; number 66, H, carries 0.999; number 67, H, carries -0.042; number 68, H, carries 0.288; number 69, H, carries 0.351; number 70, H, carries 0.259; number 71, C, carries -0.718; number 72, C, carries -0.424; number 73, C, carries -0.434; number 74, C, carries -0.102; number 75, C, carries 0.085; number 76, C, carries -0.869; number 77, N, carries 1.001; number 78, O, carries -0.674; number 79, O, carries -0.306; number 80, H, carries 0.416; number 81, H, carries 0.392; number 82, H, carries 0.508; number 83, H, carries 0.513; number 84, H, carries 0.617; number 85, C, carries -0.503; number 86, C, carries -0.426; number 87, C, carries -0.425; number 88, C, carries 0.002; number 89, C, carries -0.114; number 90, C, carries -0.489; number 91, N, carries 1.069; number 92, O, carries -0.617; number 93, O, carries -0.608; number 94, H, carries 0.399; number 95, H, carries 0.395; number 96, H, carries 0.460; number 97, H, carries 0.449; number 98, H, carries 0.400; number 99, C, carries -0.417